Entry 1:
15
Properties=species:S:1:pos:R:3:forces:R:3 method="wB97M-V/def2-TZVPD" relative_energy_kj_mol=199.5 homo_lumo_gap_ev=10.0 charge=0
C -1.1194 1.3601 -0.4687 0.9 2.8 -0.7
C -0.5504 -0.7510 1.6238 1.1 -0.1 0.5
C 1.5556 -1.2729 -0.8130 -2.5 -0.6 0.5
O -1.2268 -2.4957 -0.5972 -0.5 -0.8 0.3
O -1.3178 0.0239 -0.8815 0.6 -0.9 1.1
P -0.6170 -1.2588 -0.1565 3.3 1.8 -1.5
Br -2.3632 -0.5922 2.1753 -0.9 0.1 0.4
Br 2.3708 0.2139 0.1203 0.2 -0.1 -0.2
H -0.4260 1.8807 -1.2078 -0.3 -0.9 1.0
H -0.7237 1.5661 0.5850 -0.7 -0.7 -1.6
H -2.0228 1.9914 -0.6436 0.1 -1.1 0.5
H -0.0706 -1.5035 2.3009 -0.3 0.6 -1.0
H -0.0763 0.2484 1.8167 -0.3 -1.3 -0.5
H 1.6291 -1.1292 -1.9291 -0.2 -0.1 1.4
H 2.0014 -2.2527 -0.4616 -0.6 1.3 -0.5

Entry 2:
86
Properties=species:S:1:pos:R:3:forces:R:3 method="wB97M-V/def2-TZVPD" homo_lumo_gap_ev="5.9 / 7.5" multiplicity=4 charge=0
Cr 24.4134 30.7398 -2.4718 3.6 -0.1 3.3
N 24.7738 32.2485 -0.3104 3.3 1.3 2.3
O 24.8366 32.9364 0.6740 2.3 -0.1 0.3
O 25.7065 31.6796 -0.9859 1.1 -0.6 -0.1
O 23.7248 32.0637 -0.7795 -7.8 -2.2 -4.2
N 25.7118 28.5322 -1.8402 2.7 -1.7 4.4
O 26.5352 27.6950 -1.4904 -2.3 0.5 -0.5
O 24.7649 28.9861 -1.1687 -3.4 -0.5 2.0
O 25.9137 29.2718 -2.7500 1.1 3.5 -6.8
B 24.9918 31.9875 -3.9943 0.5 1.2 -0.9
H 24.2890 32.5034 -3.3585 -3.0 2.0 2.5
H 24.5176 31.0823 -4.3408 -2.6 -4.3 -1.7
H 25.2601 32.5877 -4.8499 1.0 2.1 -2.5
H 25.8312 31.6174 -3.4264 3.5 -1.2 1.9
C 19.4808 32.5919 1.4796 -1.9 0.1 -0.1
C 20.8396 32.4664 1.4434 1.0 0.2 -0.4
C 21.6792 33.4419 1.9395 -1.4 -0.2 0.9
C 21.0374 34.5123 2.6387 -0.6 -1.2 -1.7
C 19.6438 34.6327 2.6662 -2.1 -0.4 0.0
C 18.8023 33.6290 2.1256 2.1 0.0 -0.8
C 18.9179 35.8120 3.2941 -0.6 0.6 1.7
O 17.6931 35.9273 3.4054 1.9 -0.8 -1.0
C 19.7686 36.8004 4.0658 0.9 -0.3 0.1
C 19.1494 37.7487 4.8825 0.4 0.6 0.7
C 19.9018 38.5668 5.7269 0.9 -0.4 -0.1
C 21.2936 38.3994 5.8436 -0.1 -0.7 -1.5
C 21.9513 37.4599 5.0220 -1.5 -0.3 -0.6
C 21.1824 36.6541 4.1157 -0.3 -0.2 -0.1
C 21.8253 35.5291 3.2409 1.8 2.4 2.5
O 23.0385 35.4600 3.2302 0.1 0.2 -0.3
H 18.8944 31.9332 0.8562 -0.2 -0.5 0.3
H 21.2948 31.6315 0.9315 -0.1 -0.1 -0.1
H 22.7223 33.2089 1.7850 0.3 1.0 0.5
H 17.7277 33.6767 2.0290 0.0 0.4 0.4
H 18.0810 37.8720 4.9815 -0.1 -0.3 -0.6
H 19.4144 39.3294 6.3162 -0.1 0.0 0.1
H 21.9172 39.0316 6.4583 -0.2 0.1 0.3
H 23.0264 37.3815 5.0879 0.0 -0.3 -0.2
C 22.2734 37.8817 -0.4101 -0.6 -1.6 -0.5
C 21.1260 38.3759 0.1935 2.0 2.0 0.2
C 19.9216 37.7442 0.2100 -0.7 0.5 0.7
C 19.7986 36.5355 -0.3779 -0.4 -2.2 -1.2
C 20.9541 35.9187 -0.9810 -2.1 0.2 -0.2
C 22.1492 36.6314 -1.0134 -0.3 -1.1 -0.2
C 20.8009 34.5576 -1.6443 3.9 -2.0 0.1
O 21.8657 33.9125 -2.0032 -4.1 2.5 0.9
C 19.4468 33.8750 -1.6344 0.8 1.2 -0.2
C 19.3526 32.5802 -2.1698 1.5 0.7 0.1
C 18.1936 31.8880 -2.1371 -0.2 -0.2 0.4
C 17.1455 32.4639 -1.4538 -1.4 -0.2 0.7
C 17.1704 33.7287 -0.8964 1.6 0.9 -0.2
C 18.3503 34.5258 -1.0421 -0.9 -1.5 -0.1
C 18.3954 35.8997 -0.4216 0.4 -0.1 0.2
O 17.3850 36.4270 0.0264 1.5 -0.5 -0.6
H 23.2526 38.3369 -0.4332 -0.2 0.5 0.2
H 21.2359 39.3691 0.6032 -0.3 0.1 0.4
H 19.0629 38.1704 0.7072 -0.1 0.2 -0.1
H 22.9216 36.1011 -1.5506 0.5 0.3 0.1
H 20.2561 32.0987 -2.5136 0.1 0.3 -0.3
H 18.1372 30.8678 -2.4869 -0.1 0.0 -0.1
H 16.3077 31.8103 -1.2611 -0.4 0.2 0.0
H 16.4063 34.1321 -0.2485 -0.4 -0.1 -0.3
C 25.5867 41.9080 -5.1769 1.4 0.1 1.4
C 26.4669 42.3054 -4.1426 -1.6 0.5 -0.7
C 26.7908 41.4644 -3.0804 1.2 1.4 -0.5
C 26.4383 40.1503 -3.1067 -1.2 -2.3 0.0
C 25.6192 39.6973 -4.1830 -0.3 -0.1 -0.3
C 25.2255 40.5964 -5.2140 -0.5 -1.1 0.6
C 25.1085 38.2609 -4.2139 0.0 0.6 -1.7
O 24.4330 37.8196 -5.1619 1.3 1.0 2.2
C 25.5824 37.4038 -3.0906 -0.6 -2.2 -0.7
C 25.1415 36.0545 -3.1939 0.3 0.8 -0.1
C 25.5912 35.0981 -2.3151 -0.3 0.4 0.1
C 26.4940 35.4309 -1.3160 -1.3 0.7 -0.4
C 26.7962 36.7914 -1.1138 0.6 -1.3 0.4
C 26.4382 37.7781 -2.0442 -1.3 -1.0 -0.8
C 26.8354 39.1813 -1.9492 0.9 1.1 0.9
O 27.4902 39.5194 -0.9671 -0.7 0.6 -1.3
H 25.1910 42.6170 -5.8891 0.2 0.0 -0.1
H 26.6669 43.3649 -4.2037 0.7 0.1 0.7
H 27.4232 41.8244 -2.2823 0.0 0.0 0.2
H 24.5489 40.3343 -6.0139 0.0 -0.8 0.1
H 24.4746 35.7662 -3.9930 -0.2 0.2 0.0
H 25.1131 34.1308 -2.2710 0.3 -0.2 -0.5
H 26.6798 34.5538 -0.7138 0.8 0.7 0.9
H 27.2816 36.9979 -0.1714 0.4 0.6 -0.2

For reference, energy by record: -5758.360931; -3698.609038 a.u..